Entry 1:
The molecule C4H7NO2. Source: the OMol25 dataset; level of theory: the ωB97M-V functional and the def2-TZVPD basis.

Summary:
Net charge: 0
Kohn-Sham gap, eV: 10.4
SMILES: CN1CC(=O)[C@@H]1O
Energy relative to the best compared isomer or geometry (same formula, charge and spin), kJ/mol: 274.7
Molecular weight, g mol⁻¹: 101.10

CARTESIAN COORDINATES (ANGSTROEM)
O 1.7837 -0.6471 1.4122
C 0.9411 -0.1056 0.4481
C -0.6519 1.5938 -0.1439
N -0.5471 0.3245 0.5850
C -1.0160 -0.7336 -0.3501
C 0.3888 -1.2742 -0.3704
O 0.8468 -2.3860 -0.4289
H 1.9860 -1.5484 1.0860
H 1.4282 0.8024 0.0951
H -0.2256 2.4227 0.4256
H -0.1146 1.5225 -1.1094
H -1.6971 1.8191 -0.3861
H -1.3719 -0.3536 -1.3179
H -1.7504 -1.4363 0.0547

Cartesian forces (eV/Å) of the 2 atoms listed first:
O -0.5 0.0 0.3
C -0.1 0.2 -0.3

Here are the Mulliken charges for atoms 1 to 2, given in e: number 1, O, carries -0.522; number 2, C, carries -0.070



Entry 2:
The molecule C4H7NO2. Source: the OMol25 dataset; level of theory: the ωB97M-V functional and the def2-TZVPD basis.

Summary:
Net charge: 0
Kohn-Sham gap, eV: 10.6
SMILES: NC(=O)CCC=O
Energy relative to the best compared isomer or geometry (same formula, charge and spin), kJ/mol: 239.3
Molecular weight, g mol⁻¹: 101.10

CARTESIAN COORDINATES (ANGSTROEM)
O -0.7347 -2.4055 0.5496
C 0.4676 -2.2140 0.7141
C 0.7740 -0.6577 0.9700
C -0.3270 0.0767 0.2296
C 0.1489 1.1070 -0.7285
N -0.7510 1.8449 -1.4939
O 1.3000 1.4538 -0.8450
H 1.1785 -3.0463 0.7915
H 0.8423 -0.7084 2.0241
H 1.7441 -0.3110 0.5909
H -1.1989 -0.6123 -0.2142
H -1.0705 0.6538 0.9050
H -1.7489 2.1256 -1.4953
H -0.6246 2.6934 -1.9979

Cartesian forces (eV/Å) of the 2 atoms listed first:
O 2.1 -1.6 0.2
C -2.7 2.1 0.0

Here are the Mulliken charges for atoms 1 to 2, given in e: number 1, O, carries -0.498; number 2, C, carries -0.008



Entry 3:
The molecule C4H7NO2. Source: the OMol25 dataset; level of theory: the ωB97M-V functional and the def2-TZVPD basis.

Summary:
Net charge: 0
Kohn-Sham gap, eV: 10.4
SMILES: C=CO/C=N\CO
Energy relative to the best compared isomer or geometry (same formula, charge and spin), kJ/mol: 240.0
Molecular weight, g mol⁻¹: 101.10

CARTESIAN COORDINATES (ANGSTROEM)
C 0.4771 -0.3174 0.5103
C -1.8875 -0.2945 0.2983
C 2.1578 1.0685 -0.5390
C -2.1448 -1.5772 0.4778
N 1.6607 0.0107 0.2858
O -0.6638 0.2764 0.0481
O 1.3376 1.5104 -1.5837
H 0.3157 -1.1476 1.1927
H -2.6596 0.4632 0.3040
H 3.0835 0.7063 -0.9988
H -3.1498 -1.9034 0.6647
H -1.3856 -2.3384 0.4394
H 2.4145 1.8957 0.1472
H 0.4440 1.6473 -1.2467

Cartesian forces (eV/Å) of the 2 atoms listed first:
C 0.5 -0.5 0.4
C -0.2 0.0 0.0

Here are the Mulliken charges for atoms 1 to 2, given in e: number 1, C, carries 0.033; number 2, C, carries 0.049



Entry 4:
C4H7NO2 as an isolated structure. Source: the OMol25 dataset; level of theory: the ωB97M-V functional and the def2-TZVPD basis.

Summary:
Net charge: 0
Kohn-Sham gap, eV: 8.3
Energy relative to the best compared isomer or geometry (same formula, charge and spin), kJ/mol: 303.9
Molecular weight, g mol⁻¹: 101.10

CARTESIAN COORDINATES (ANGSTROEM)
C 1.0599 -1.2807 -0.0894
C 0.3798 0.0058 -0.6030
C 0.8585 1.2930 0.2479
O 0.1817 0.1279 -1.8632
C -0.8852 0.2994 0.2758
O -0.4306 1.2680 1.0148
N -2.1437 -0.0570 0.2239
H 2.0748 -1.3276 -0.4952
H 1.1094 -1.3490 1.0063
H 0.5050 -2.1427 -0.4741
H 0.8593 2.1878 -0.3721
H 1.7047 1.2434 0.9351
H -2.8851 0.4465 0.6983
H -2.3885 -0.7147 -0.5051

Cartesian forces (eV/Å) of the 2 atoms listed first:
C 0.1 -0.1 0.0
C 0.0 -0.1 0.7

Here are the Mulliken charges for atoms 1 to 2, given in e: number 1, C, carries -1.246; number 2, C, carries 1.104



Entry 5:
The molecule C4H7NO2. Source: the OMol25 dataset; level of theory: the ωB97M-V functional and the def2-TZVPD basis.

Summary:
Net charge: 0
Kohn-Sham gap, eV: 9.3
Energy relative to the best compared isomer or geometry (same formula, charge and spin), kJ/mol: 343.5
Molecular weight, g mol⁻¹: 101.10

CARTESIAN COORDINATES (ANGSTROEM)
C 0.0520 -0.3212 1.8102
C 0.0238 0.4346 0.5074
C 1.6179 -0.5385 -0.7295
O 1.3355 0.5855 -0.1266
C -0.9071 -0.2304 -0.5345
O -1.6001 -1.1899 -0.2746
N -0.9361 0.4060 -1.7450
H 0.2931 -1.3740 1.6474
H 0.7711 0.1260 2.5015
H -0.9476 -0.2632 2.2497
H -0.2795 1.4742 0.6443
H 2.3612 -0.2385 -1.4848
H -0.2846 1.1332 -1.9921
H -1.4996 -0.0038 -2.4734

Cartesian forces (eV/Å) of the 2 atoms listed first:
C 0.0 0.0 0.0
C -0.3 0.2 0.3

Here are the Mulliken charges for atoms 1 to 2, given in e: number 1, C, carries -1.333; number 2, C, carries 0.407



Entry 6:
The molecule C4H7NO2. Source: the OMol25 dataset; level of theory: the ωB97M-V functional and the def2-TZVPD basis.

Summary:
Net charge: 0
Kohn-Sham gap, eV: 11.0
SMILES: CN1C[C@H]1C(=O)O
Energy relative to the best compared isomer or geometry (same formula, charge and spin), kJ/mol: 233.5
Molecular weight, g mol⁻¹: 101.10

CARTESIAN COORDINATES (ANGSTROEM)
C 0.4104 1.7473 -0.8820
C -0.9407 -0.4633 -0.6977
C 0.3961 0.2750 -0.6681
C 0.2610 -1.3103 1.2568
N -0.3662 -0.1095 0.5746
O -0.1922 2.4562 0.0338
O 1.0764 2.1666 -1.7900
H -1.8293 0.0392 -0.8076
H -1.0734 -1.5563 -0.8497
H 1.2342 -0.2034 -1.1383
H 0.3497 -2.2863 0.6096
H 1.3395 -1.0471 1.4358
H -0.3993 -1.6431 2.0869
H -0.2661 1.9348 0.8358

Cartesian forces (eV/Å) of the 2 atoms listed first:
C 1.6 -1.4 -0.7
C 0.9 -1.0 0.8

Here are the Mulliken charges for atoms 1 to 2, given in e: number 1, C, carries 0.224; number 2, C, carries -0.401



no.,energy (eV),E_HOMO (eV)
1,-9844.4326,-9.8
2,-9844.7994,-9.8
3,-9844.7921,-9.6
4,-9844.1300,-7.8
5,-9843.7199,-8.8
6,-9844.8593,-10.2